Computed, not measured: C23H27NO5 as an isolated structure, with ωB97M-V/def2-TZVPD.

Computed properties:
* LUMO level: -0.85 eV
* E_tot: -35999.46998 eV
* largest force on an atom: 13.7 eV/A

```
56
C23H27NO5, DFT ωB97M-V/def2-TZVPD
C -0.86725 1.67476 -4.57688
C -1.61598 1.84764 -3.33260
O -0.67322 1.45973 -2.40543
C -1.01271 1.15792 -1.02852
C -0.05391 0.45823 -0.31458
C -0.39182 -0.17782 1.07754
C -1.59525 0.21821 1.79892
C -2.33746 1.13969 0.83100
C -2.05251 1.56419 -0.42391
O -2.95248 2.52583 -1.04675
C -4.12369 2.73178 -0.58712
C -5.12978 1.82075 -0.76623
O -5.51484 1.92009 -2.00803
H -4.79174 1.49924 -2.55936
H -6.09528 2.31244 -0.26784
H -4.99120 0.86269 -0.10583
H -4.08281 3.30090 0.68209
H -4.40842 3.80441 -0.96319
H -3.36943 1.42757 1.26870
H -1.86182 -0.18750 2.63000
C 0.64982 -1.07529 1.66209
C 1.74033 -0.47833 2.23097
C 2.86369 -0.41127 1.40614
N 3.00957 -1.31800 0.49810
C 2.32096 -2.20789 -0.10318
C 0.93792 -2.21716 0.74978
C 0.08205 -3.21360 0.76659
O -0.99043 -3.52698 1.12290
C 0.51821 -4.52183 -0.16958
C 1.33269 -3.91924 -1.36342
C 2.63670 -3.29587 -0.92739
H 3.33387 -2.71652 -1.65397
H 3.20502 -4.00786 -0.32995
H 1.75030 -4.64472 -1.99834
H 0.86256 -3.17355 -1.95299
H -0.43744 -5.11045 -0.81438
H 1.15697 -5.10586 0.17013
H 3.78792 -1.31310 0.05763
C 4.06611 0.54054 1.75390
C 3.60080 1.64388 2.51761
C 2.60497 1.43944 3.82423
C 1.54010 0.31212 3.49831
O 0.63860 0.48693 4.10955
H 2.41623 2.36559 4.37940
H 3.51039 0.79353 4.35850
H 4.30971 2.57779 2.75952
H 2.86213 2.52149 1.87880
H 4.47069 1.01080 0.90675
H 4.80502 0.03725 2.26584
H 0.11099 -1.63427 2.61921
H 0.75971 -0.08345 -0.91223
H -2.32075 1.05999 -3.32138
H -1.98731 2.86442 -3.29809
H -0.04432 2.42895 -4.52754
H -1.61789 2.00011 -5.34475
H -0.56428 0.53167 -4.72073
```

Atom charges from the Mulliken analysis, given in e for atoms 1 to 8: C -1.315; C -0.015; O -0.375; C 0.506; C -0.628; C 0.144; C -1.695; C -0.769